The following is a quantum chemistry calculation of a molecular structure, C19H31F6MgN5O4S2Se, from the OMol25 dataset.

Properties
2S+1: 1
E_tot, eV: -144602.210
Frontier orbital gap, Eh: 0.27063
Highest occupied orbital energy, eV: -13.3
Energy relative to the best compared isomer or geometry (same formula, charge and spin), kJ/mol: 0.0
Charge: +2

The geometry in XYZ format:
```
69
Properties=species:S:1:pos:R:3:forces:R:3:lowdin_charge:R:1
Mg -0.114288 -0.096250 -1.963941 0.37 0.07 0.26 0.480
F -2.568968 -3.858301 -4.103823 0.05 -0.01 -0.01 0.192
C -3.105987 -2.768045 -3.595256 -0.09 -0.05 0.04 -0.691
F -3.540015 -2.996215 -2.368791 0.02 0.00 0.02 0.180
F -4.084926 -2.331464 -4.358092 -0.02 0.03 -0.02 0.192
S -1.795073 -1.466974 -3.532895 0.08 -0.31 -0.22 0.634
O -0.756742 -1.985305 -2.622777 0.12 0.21 0.04 -0.331
O -1.355915 -1.171476 -4.861820 -0.04 -0.02 0.00 -0.230
N -2.464611 -0.287255 -2.736261 -0.41 0.06 0.06 -0.298
S -2.339315 1.253211 -3.110521 -0.06 0.17 0.03 0.675
O -3.208101 2.036551 -2.313925 -0.02 -0.02 -0.07 -0.203
O -0.889765 1.539283 -3.033162 0.06 -0.08 0.09 -0.357
C -2.828325 1.521258 -4.906591 0.06 0.00 -0.11 -0.675
F -3.423575 2.686708 -4.981674 0.00 0.14 0.03 0.197
F -3.655561 0.565233 -5.283369 0.03 -0.05 0.07 0.177
F -1.741152 1.519342 -5.664776 -0.02 -0.01 -0.01 0.157
N 4.903100 1.200057 -4.358602 -0.01 -0.01 -0.02 0.207
C 3.551398 0.580519 -4.624944 -0.04 -0.04 0.02 -0.115
C 2.742015 0.462861 -3.334893 -0.02 0.01 -0.01 -0.236
N 1.410939 -0.102427 -3.577501 0.07 -0.03 -0.04 -0.006
H 5.422886 1.337316 -5.229727 0.01 0.00 0.00 0.184
H 5.476693 0.608860 -3.751514 0.00 0.00 0.01 0.181
H 4.814997 2.114482 -3.907409 0.01 0.01 -0.01 0.180
H 3.733358 -0.394024 -5.075530 0.02 0.01 -0.02 0.145
H 3.051010 1.216666 -5.353661 0.02 0.02 0.00 0.145
H 2.622071 1.448101 -2.876120 0.00 0.01 -0.02 0.132
H 3.257532 -0.172282 -2.611890 0.00 0.00 0.02 0.125
H 1.475645 -1.062967 -3.909531 -0.01 0.00 0.01 0.117
H 0.917301 0.419438 -4.301668 -0.02 -0.02 0.02 0.100
C -3.785937 1.016173 2.697824 0.03 0.01 0.00 -0.079
C -2.524984 1.521792 2.005882 -0.03 -0.03 0.01 -0.231
C -2.255284 0.850586 0.661253 0.04 0.00 -0.02 -0.199
C -1.898206 -0.632579 0.756622 -0.02 0.05 0.03 -0.123
N -0.793205 -0.925298 1.670237 -0.06 -0.01 -0.05 0.007
C 0.491243 -0.552805 1.538030 0.00 0.07 0.01 -0.573
Se 1.304441 0.354656 0.102982 -0.18 -0.10 -0.17 0.801
N 1.168921 -0.920495 2.634244 0.05 -0.02 -0.02 -0.006
C 2.574788 -0.656014 2.955142 0.01 0.01 0.03 -0.135
C 2.712987 0.454699 3.992558 -0.03 0.01 0.01 -0.172
C 2.356806 1.843646 3.466670 0.02 -0.01 0.00 -0.251
C 3.406680 2.416008 2.519945 -0.03 -0.01 0.02 -0.112
C 0.300150 -1.577255 3.502846 -0.02 0.02 -0.01 -0.135
C 0.518011 -2.168499 4.741685 0.04 -0.01 0.03 0.012
C -0.569569 -2.771977 5.339391 -0.03 0.01 -0.02 -0.046
C -1.828654 -2.787962 4.721592 0.02 0.01 0.00 -0.045
C -2.040196 -2.200386 3.490273 -0.04 -0.03 -0.01 0.003
C -0.944936 -1.587330 2.892795 0.03 0.04 -0.02 -0.129
H -3.964739 1.566243 3.620479 -0.01 -0.01 0.01 0.084
H -3.718317 -0.040183 2.963144 -0.01 0.02 0.00 0.050
H -4.659643 1.148376 2.057452 0.00 0.00 0.00 0.086
H -1.656932 1.401902 2.662813 0.00 0.00 0.01 0.105
H -2.618619 2.594095 1.827484 0.00 0.00 0.00 0.118
H -1.455191 1.397561 0.151617 -0.02 -0.03 0.01 0.072
H -3.142871 0.927932 0.028237 0.03 -0.02 0.01 0.112
H -1.666832 -1.067364 -0.220353 0.00 -0.04 -0.02 0.088
H -2.751444 -1.200669 1.121263 0.01 -0.01 0.00 0.127
H 3.083164 -0.404131 2.027067 0.00 -0.02 -0.01 0.077
H 2.996803 -1.591329 3.323277 -0.01 -0.01 -0.01 0.134
H 3.745552 0.448956 4.350558 0.00 -0.01 -0.01 0.127
H 2.086541 0.209489 4.853172 0.02 0.00 0.00 0.110
H 2.241609 2.515596 4.318213 -0.01 0.00 0.00 0.116
H 1.377938 1.814637 2.975248 0.00 0.01 -0.01 0.089
H 4.365562 2.523132 3.029294 0.00 0.00 0.00 0.082
H 3.108663 3.400383 2.159465 0.01 0.00 -0.01 0.077
H 3.558406 1.777668 1.646332 0.01 0.01 0.01 0.028
H 1.488625 -2.161767 5.217793 0.00 0.00 0.00 0.121
H -0.450177 -3.245621 6.303653 0.00 0.00 0.00 0.119
H -2.653435 -3.276414 5.221288 0.00 0.00 0.00 0.119
H -3.014338 -2.232323 3.023224 0.01 -0.01 0.00 0.112
```
Positions in Å, forces in eV/Å.

The following is a quantum chemistry calculation of a molecular structure, C19H31F9OP2Zr in a non-equilibrium geometry, from the OMol25 dataset.

Properties
2S+1: 1
E_tot, eV: -66551.877
Frontier orbital gap, Eh: 0.20568
Highest occupied orbital energy, eV: -14.1
Energy relative to the best compared isomer or geometry (same formula, charge and spin), kJ/mol: 0.0
Charge: +2

The geometry in XYZ format:
```
63
Properties=species:S:1:pos:R:3:forces:R:3:lowdin_charge:R:1
P 0.110121 -1.841689 0.056402 0.13 0.91 -1.21 0.770
P 0.005076 1.535633 0.875380 -0.15 0.71 -1.30 0.798
C -0.158769 -0.466932 -1.125072 -0.02 -0.02 0.17 -0.416
C 0.460350 0.884284 -0.759815 0.44 -0.14 0.20 -0.411
H -1.228912 -0.365577 -1.362810 0.23 -0.07 -0.04 0.101
H 0.334335 -0.844733 -2.014018 -0.35 0.35 -0.38 0.031
H 1.558618 0.866856 -0.893337 -0.44 0.01 0.28 0.112
H 0.082285 1.639611 -1.437236 0.13 -0.06 -0.13 0.028
C -1.627600 2.332558 0.563209 -0.05 -0.06 0.44 -0.218
H -1.860663 2.973709 1.423700 -0.01 -0.13 -0.15 0.066
H -2.432372 1.590321 0.477962 0.02 0.11 -0.10 0.044
H -1.634144 2.953572 -0.340854 0.17 -0.20 0.13 0.069
C 1.115074 2.910544 1.213412 0.37 0.28 0.59 -0.205
H 1.045841 3.736517 0.482623 -0.24 -0.56 0.12 0.088
H 2.150736 2.557205 1.232616 -0.14 0.02 0.07 0.068
H 0.862955 3.306874 2.204104 0.15 0.00 -0.13 0.055
C -0.985498 -3.195220 -0.465336 -0.03 -0.45 0.44 -0.218
H -0.951146 -3.954529 0.338968 -0.03 0.14 -0.49 0.064
H -0.676626 -3.656167 -1.416424 -0.03 0.24 0.31 0.072
H -2.023506 -2.849246 -0.549354 0.21 -0.02 -0.05 0.058
C 1.826755 -2.360911 -0.266120 0.03 -0.23 0.51 -0.191
H 2.507584 -1.499086 -0.210415 -0.23 -0.25 -0.01 0.070
H 1.925332 -2.854380 -1.249842 -0.20 0.28 0.45 0.068
H 2.096041 -3.068785 0.531940 0.19 0.14 -0.44 0.051
Zr -0.815271 -0.565226 2.155738 0.80 -1.28 2.00 1.545
C 0.499996 1.429115 -3.713366 -0.60 0.56 -0.18 -0.112
C -0.839646 1.477322 -3.563597 1.00 0.44 -0.62 -0.125
C -1.771690 0.868546 -4.571744 -0.50 0.11 0.18 -0.176
C -1.408883 -0.549198 -5.051404 -0.38 -0.40 -0.19 -0.174
C -0.689525 -1.434293 -4.060144 1.06 -0.35 -0.46 -0.110
C 0.658208 -1.520871 -3.992506 -1.08 -0.40 -0.58 -0.136
C 1.589149 -0.649213 -4.793779 0.38 -0.24 0.06 -0.170
C 1.179248 0.827023 -4.918605 0.11 0.45 -0.26 -0.176
C 0.449565 -2.251161 2.839754 0.03 -0.25 0.38 -0.247
H 1.198442 1.950968 -3.038655 -0.56 -0.23 -0.20 0.108
H -1.343015 2.088241 -2.799823 0.45 -0.30 -0.05 0.100
H -1.830914 1.514902 -5.461951 -0.07 -0.07 0.28 0.131
H -2.782596 0.849436 -4.136001 0.25 0.05 -0.18 0.111
H -2.360189 -1.047788 -5.285845 0.27 0.09 -0.10 0.120
H -0.860732 -0.487470 -6.002532 -0.06 -0.18 0.42 0.116
H -1.331263 -2.092357 -3.459693 0.35 0.14 -0.11 0.103
H 1.151987 -2.312201 -3.406534 -0.39 0.34 -0.06 0.097
H 1.706767 -1.043575 -5.816481 0.03 -0.05 0.32 0.132
H 2.587902 -0.701640 -4.331877 -0.26 -0.03 -0.17 0.113
H 2.104372 1.399021 -5.065282 -0.21 -0.09 -0.15 0.120
H 0.578825 0.980626 -5.832003 0.19 0.00 0.50 0.116
H 1.096802 -1.922570 3.665695 -0.23 -0.02 -0.24 0.017
H 1.038215 -2.955774 2.237634 -0.27 0.37 0.11 -0.008
H -0.339556 -2.870502 3.305120 -0.16 0.04 0.12 0.042
F -0.608785 2.840603 4.639091 -0.29 -0.86 0.69 0.143
C -1.019241 1.822439 5.447336 -0.61 1.45 0.45 -0.471
F -0.925129 2.220807 6.741173 0.00 -0.45 -1.96 0.190
F -2.334612 1.611801 5.138311 1.26 -0.14 0.36 0.154
C -0.174837 0.546660 5.130874 0.42 0.30 0.45 -0.220
O -0.255386 0.308047 3.761524 -0.71 0.05 0.71 -0.332
C 1.318912 0.730059 5.498767 1.96 0.34 0.46 -0.476
F 1.553257 0.706004 6.839446 -0.57 0.19 -1.84 0.191
F 2.036454 -0.280051 4.928143 -0.60 0.79 0.46 0.142
F 1.813505 1.881209 4.971430 -0.58 -0.96 0.63 0.166
C -0.706362 -0.638826 5.985694 -0.46 -1.32 1.24 -0.475
F -1.143622 -0.215670 7.196580 0.47 -0.70 -1.63 0.194
F -1.741453 -1.226928 5.318923 0.41 0.39 0.25 0.131
F 0.219234 -1.617933 6.190933 -1.00 1.19 -0.38 0.169
```
Positions in Å, forces in eV/Å.

The following is a quantum chemistry calculation of a molecular structure, C19H31IrN3O3P in a non-equilibrium geometry, from the OMol25 dataset.

Properties
2S+1: 2
E_tot, eV: -42919.297
Frontier orbital gap (alpha / beta), Eh: 0.28027 / 0.18078
Highest occupied orbital energy (alpha / beta), eV: -18.6 / -18.6
Energy relative to the best compared isomer or geometry (same formula, charge and spin), kJ/mol: 0.0
Charge: +3

The geometry in XYZ format:
```
58
Properties=species:S:1:pos:R:3:forces:R:3:mulliken_spin:R:1
Ir 0.152141 -0.061824 -0.210985 -1.76 -3.07 0.79 0.031
C -1.371478 -2.630532 0.901961 -0.52 -0.42 0.12 0.000
N -1.637634 -1.556200 -0.070644 1.95 1.51 -1.24 0.000
C -1.677178 -2.069883 -1.459950 -0.78 -0.58 0.14 0.005
C -2.840080 -0.769948 0.290290 -0.43 -0.47 0.05 -0.001
C -2.785790 0.612435 -0.275827 -0.23 0.03 -0.07 0.000
N -1.510172 1.249975 0.083442 1.52 0.97 -0.11 -0.002
C -1.293608 2.502472 -0.695994 -0.28 0.34 0.19 0.001
C -1.388433 1.547859 1.547498 -0.35 0.13 0.11 -0.001
H -2.220028 -3.320450 0.922425 -0.08 0.10 -0.06 0.000
H -1.241689 -2.217422 1.899563 0.06 0.06 -0.04 0.000
H -0.485816 -3.185643 0.627749 -0.03 -0.03 -0.05 0.000
H -2.521461 -2.754592 -1.592568 0.01 -0.01 0.05 0.001
H -0.766660 -2.624814 -1.670479 0.03 0.03 0.04 -0.003
H -1.799600 -1.256928 -2.172752 0.00 0.03 0.04 0.002
H -2.929467 -0.747978 1.375158 0.09 -0.04 0.02 0.000
H -3.738264 -1.268204 -0.087365 0.04 -0.11 0.08 0.000
H -3.622333 1.206869 0.102985 0.03 0.05 0.00 0.000
H -2.875889 0.595629 -1.362475 0.10 0.06 -0.02 0.001
H -2.036074 3.256500 -0.419654 -0.04 -0.05 0.02 -0.001
H -1.397802 2.303382 -1.760997 0.00 -0.05 0.01 0.000
H -0.303395 2.903281 -0.487751 0.02 -0.08 0.02 0.001
H -2.259535 2.115026 1.887692 -0.02 0.00 -0.06 0.001
H -0.496508 2.144324 1.718802 0.03 -0.02 -0.07 0.000
H -1.329501 0.629844 2.132751 -0.01 -0.02 -0.01 0.000
O 3.262357 -1.928288 0.911449 -0.37 -0.27 0.21 -0.005
C 2.258385 -1.781026 0.281408 0.23 0.04 -0.09 -0.002
O 1.017872 -1.591587 0.700661 0.88 0.66 0.55 0.002
C 2.271207 -1.734562 -1.212886 0.24 0.03 -0.31 -0.053
C 3.228249 -2.367030 -1.993259 -0.14 0.08 -0.07 0.074
C 3.191879 -2.151382 -3.357213 0.08 -0.06 -0.12 0.046
C 2.186345 -1.329303 -3.894330 0.00 -0.03 -0.02 -0.020
C 2.103835 -1.055429 -5.283636 -0.15 0.06 -0.02 0.281
C 1.077812 -0.227138 -5.816641 0.27 -0.21 -0.04 0.178
C 0.131023 0.316928 -4.979821 -0.09 0.01 0.25 -0.010
C 0.193917 0.073319 -3.603014 0.22 -0.05 -0.07 0.136
C 1.226808 -0.749433 -3.039004 -0.25 0.21 -0.01 0.088
N 1.286213 -0.966385 -1.705715 -0.15 0.57 0.43 0.104
H 3.975938 -2.994674 -1.525955 0.03 0.09 0.07 0.002
H 3.941415 -2.595886 -4.002824 -0.05 -0.01 -0.03 0.003
H 2.838435 -1.502426 -5.945894 -0.03 0.05 -0.03 -0.005
H 1.043695 -0.030938 -6.881138 0.05 -0.05 0.00 0.003
H -0.661977 0.929441 -5.388559 0.00 0.04 0.05 -0.001
H -0.528681 0.513235 -2.928634 -0.04 0.00 -0.05 0.141
C 2.563207 0.957819 3.000650 0.06 -0.15 -0.06 0.000
P 2.810612 1.602961 1.357278 -0.27 0.11 0.15 0.000
C 2.795091 3.383741 1.428858 -0.02 -0.01 -0.04 0.000
C 4.423367 1.105516 0.796486 0.06 -0.07 -0.15 0.000
O 1.664034 1.160825 0.414602 0.11 0.42 -0.66 0.005
H 3.246547 1.453016 3.692743 -0.02 -0.02 0.02 0.000
H 2.774818 -0.113023 3.003983 -0.04 -0.01 0.03 0.000
H 1.536432 1.129674 3.323880 0.03 0.04 0.04 0.000
H 3.559173 3.723389 2.129956 -0.01 0.05 -0.01 0.000
H 1.820303 3.739818 1.763083 0.03 0.02 0.04 0.000
H 3.009171 3.791582 0.440668 0.01 0.03 0.02 0.000
H 5.167741 1.537482 1.469789 -0.01 0.02 -0.03 0.000
H 4.605022 1.475507 -0.213586 0.01 0.05 0.03 0.000
H 4.528312 0.023075 0.818043 0.00 -0.03 0.04 0.000
```
Positions in Å, forces in eV/Å.